{"formula": "C4H22NO7", "method": "wB97M-V/def2-TZVPD", "spin_multiplicity": 1, "total_charge": -1, "gap_ev": 9.1, "lumo_ev": 3.43, "symbols": ["C", "O", "C", "C", "C", "N", "H", "H", "H", "H", "H", "H", "H", "H", "H", "H", "H", "H", "O", "H", "H", "O", "H", "H", "O", "H", "H", "O", "H", "H", "O", "H", "H", "O"], "xyz": [[1.227, -1.381, -1.464], [1.866, -0.197, -1.061], [-0.244, -1.509, -1.067], [-1.165, -0.896, -2.132], [-2.633, -1.047, -1.777], [-3.170, 0.104, -1.021], [1.279, -1.266, -2.561], [1.849, -2.252, -1.234], [-0.579, -2.493, -0.772], [-0.208, -0.819, -0.198], [-0.847, 0.166, -2.007], [-0.963, -1.114, -3.187], [-2.745, -1.866, -1.062], [-3.249, -1.162, -2.668], [-3.694, 0.835, -1.464], [-2.512, 0.433, -0.333], [1.428, -0.918, 1.987], [1.877, -1.540, 3.225], [1.335, -1.815, 2.480], [1.712, 1.645, 1.856], [1.800, 2.449, 3.313], [2.057, 2.482, 2.411], [2.110, -0.122, -0.092], [0.590, 0.657, 0.556], [1.129, 0.422, 1.308], [2.136, 4.120, -0.044], [2.767, 2.861, 0.398], [2.047, 3.169, -0.166], [-1.900, -1.550, 2.083], [-0.834, -2.431, 1.725], [-1.752, -2.503, 2.029], [-0.395, 2.056, 0.909], [0.270, 2.749, -0.220], [-0.588, 2.733, 0.251]]}

=====

{"formula": "C18H23N3O3S", "method": "wB97M-V/def2-TZVPD", "spin_multiplicity": 1, "total_charge": 0, "gap_ev": 7.9, "smiles": "CCOC(=O)N1CCN(C(=S)NC(=O)/C=C/c2ccc(C)cc2)CC1", "lumo_ev": -0.35, "symbols": ["C", "C", "O", "C", "O", "N", "C", "C", "N", "C", "S", "N", "C", "O", "C", "C", "C", "C", "C", "C", "C", "C", "C", "C", "C", "H", "H", "H", "H", "H", "H", "H", "H", "H", "H", "H", "H", "H", "H", "H", "H", "H", "H", "H", "H", "H", "H", "H"], "xyz": [[-7.627, -0.959, 1.071], [-7.135, -1.384, -0.305], [-5.934, -0.705, -0.668], [-4.790, -1.227, -0.167], [-4.744, -2.207, 0.539], [-3.696, -0.549, -0.591], [-2.397, -0.869, -0.044], [-1.945, 0.250, 0.901], [-1.991, 1.524, 0.216], [-0.985, 2.395, 0.111], [-1.183, 3.981, -0.316], [0.313, 1.983, 0.414], [0.972, 0.899, -0.155], [0.394, 0.042, -0.792], [2.412, 0.902, 0.113], [3.186, -0.078, -0.377], [4.613, -0.239, -0.217], [5.408, 0.654, 0.509], [6.767, 0.451, 0.629], [7.386, -0.644, 0.033], [8.864, -0.841, 0.148], [6.600, -1.534, -0.690], [5.240, -1.338, -0.813], [-3.307, 1.834, -0.298], [-3.736, 0.726, -1.267], [-6.905, -1.256, 1.828], [-7.761, 0.119, 1.109], [-8.577, -1.443, 1.283], [-7.853, -1.113, -1.081], [-6.953, -2.463, -0.323], [-2.475, -1.813, 0.496], [-1.672, -0.963, -0.856], [-0.943, 0.048, 1.272], [-2.636, 0.302, 1.753], [0.904, 2.770, 0.654], [2.805, 1.710, 0.711], [2.687, -0.840, -0.965], [4.960, 1.512, 0.984], [7.363, 1.153, 1.194], [9.232, -0.472, 1.103], [9.374, -0.289, -0.643], [9.126, -1.892, 0.048], [7.062, -2.391, -1.160], [4.645, -2.041, -1.378], [-4.017, 1.892, 0.535], [-3.272, 2.799, -0.805], [-3.036, 0.692, -2.109], [-4.742, 0.913, -1.637]]}

=====

{"formula": "C56H52CuN11OP", "method": "wB97M-V/def2-TZVPD", "spin_multiplicity": 2, "total_charge": 2, "gap_ev": [6.4, 3.5], "s_squared": 0.784, "lumo_ev": [-5.06, -7.97], "symbols": ["Cu", "C", "N", "C", "N", "C", "C", "C", "C", "C", "C", "C", "C", "C", "C", "C", "C", "C", "C", "P", "C", "N", "C", "C", "N", "C", "C", "C", "C", "C", "C", "C", "C", "C", "C", "C", "C", "C", "C", "N", "C", "C", "N", "C", "C", "C", "C", "C", "C", "C", "C", "C", "C", "C", "C", "C", "H", "H", "H", "H", "H", "H", "H", "H", "H", "H", "H", "H", "H", "H", "H", "H", "H", "H", "H", "H", "H", "H", "H", "H", "H", "H", "H", "H", "H", "H", "H", "H", "H", "H", "H", "H", "H", "H", "H", "O", "H", "H", "C", "C", "N", "C", "C", "N", "H", "H", "H", "H", "H", "H", "N", "C", "C", "N", "C", "C", "N", "H", "H", "H", "H", "H"], "xyz": [[-15.730, 10.933, 14.014], [-19.003, 6.433, 11.362], [-19.516, 7.743, 11.711], [-19.011, 8.663, 12.639], [-19.709, 9.839, 12.528], [-20.640, 9.727, 11.515], [-20.613, 8.360, 11.080], [-21.577, 7.751, 10.189], [-21.251, 6.917, 9.120], [-22.262, 6.355, 8.363], [-23.600, 6.441, 8.767], [-23.962, 7.322, 9.757], [-22.961, 7.926, 10.503], [-21.340, 10.891, 11.044], [-21.521, 11.997, 11.923], [-22.566, 12.876, 11.749], [-23.510, 12.619, 10.722], [-23.221, 11.668, 9.718], [-22.127, 10.823, 9.864], [-17.902, 8.319, 13.972], [-16.176, 7.991, 14.201], [-15.266, 8.900, 14.541], [-14.064, 8.157, 14.740], [-14.283, 6.808, 14.386], [-15.656, 6.689, 14.235], [-16.361, 5.410, 13.932], [-13.450, 5.639, 14.521], [-12.638, 5.306, 15.674], [-11.964, 4.115, 15.746], [-11.998, 3.169, 14.706], [-12.794, 3.466, 13.621], [-13.466, 4.677, 13.526], [-12.877, 8.768, 15.231], [-12.822, 9.771, 16.253], [-11.605, 10.033, 16.875], [-10.420, 9.431, 16.351], [-10.428, 8.620, 15.227], [-11.676, 8.322, 14.665], [-18.071, 9.776, 15.083], [-17.402, 10.894, 14.975], [-17.924, 11.799, 15.905], [-18.865, 11.079, 16.730], [-19.059, 9.860, 16.075], [-20.004, 8.854, 16.487], [-19.515, 11.448, 18.038], [-18.770, 12.099, 19.039], [-19.359, 12.528, 20.253], [-20.724, 12.369, 20.491], [-21.501, 11.747, 19.445], [-20.881, 11.224, 18.294], [-17.782, 13.246, 15.758], [-16.550, 13.845, 15.416], [-16.561, 15.158, 14.914], [-17.718, 15.970, 14.868], [-18.908, 15.378, 15.295], [-18.940, 14.036, 15.729], [-18.356, 6.452, 10.460], [-19.849, 5.768, 11.233], [-18.489, 6.041, 12.204], [-20.197, 6.809, 8.934], [-22.011, 5.745, 7.499], [-24.331, 5.856, 8.263], [-24.991, 7.463, 10.022], [-23.252, 8.597, 11.307], [-20.851, 12.013, 12.793], [-22.604, 13.727, 12.437], [-24.411, 13.214, 10.721], [-23.861, 11.625, 8.818], [-21.754, 10.207, 9.056], [-16.382, 5.159, 12.854], [-17.355, 5.450, 14.369], [-15.846, 4.622, 14.445], [-12.573, 5.986, 16.479], [-11.283, 3.962, 16.599], [-11.435, 2.198, 14.808], [-12.953, 2.751, 12.807], [-13.991, 4.867, 12.530], [-13.677, 10.291, 16.578], [-11.520, 10.794, 17.648], [-9.498, 9.738, 16.803], [-9.517, 8.269, 14.736], [-11.838, 7.753, 13.766], [-20.038, 8.744, 17.564], [-19.742, 7.885, 16.087], [-21.025, 9.106, 16.117], [-17.753, 12.391, 18.837], [-18.711, 13.000, 20.990], [-21.159, 12.675, 21.415], [-22.619, 11.671, 19.583], [-21.513, 10.789, 17.514], [-15.609, 13.279, 15.604], [-15.603, 15.579, 14.701], [-17.625, 16.991, 14.597], [-19.899, 15.833, 15.221], [-19.839, 13.608, 16.096], [-18.528, 11.645, 9.377], [-18.860, 12.131, 8.606], [-19.311, 11.432, 9.899], [-15.446, 10.684, 10.598], [-14.503, 11.476, 11.399], [-14.618, 11.735, 12.706], [-13.583, 12.541, 13.094], [-12.752, 12.717, 12.045], [-13.425, 12.181, 10.934], [-16.439, 11.111, 10.767], [-15.457, 9.619, 10.953], [-15.264, 10.760, 9.552], [-13.421, 12.878, 14.110], [-11.929, 13.401, 11.925], [-12.954, 12.058, 10.030], [-16.249, 8.630, 5.363], [-16.653, 9.869, 5.016], [-17.370, 10.593, 5.967], [-17.703, 11.783, 5.708], [-17.250, 12.365, 4.569], [-16.505, 11.643, 3.653], [-16.313, 10.359, 3.829], [-16.193, 8.273, 6.316], [-15.904, 8.029, 4.579], [-17.552, 10.185, 6.999], [-17.561, 13.340, 4.376], [-16.124, 12.122, 2.762]]}

=====

{"formula": "CHCl2NO3S", "method": "wB97M-V/def2-TZVPD", "spin_multiplicity": 1, "total_charge": 0, "gap_ev": [8.2, 8.2], "lumo_ev": [-0.57, -0.57], "symbols": ["C", "N", "O", "O", "O", "S", "Cl", "Cl", "H"], "xyz": [[0.327, 0.064, -0.939], [-0.189, 1.728, 0.368], [0.747, 2.224, 0.771], [-0.572, 0.380, 1.426], [-1.604, -1.337, -0.097], [-0.415, -0.767, 0.407], [-0.347, -0.267, -2.385], [0.617, -2.079, 1.540], [1.436, 0.053, -1.092]]}

=====

{"formula": "C27H18Cl7N8O2Ru", "method": "wB97M-V/def2-TZVPD", "spin_multiplicity": 2, "total_charge": 2, "gap_ev": [5.8, 5.0], "s_squared": 0.755, "lumo_ev": [-7.47, -8.23], "symbols": ["Ru", "C", "N", "C", "N", "C", "N", "C", "C", "C", "C", "C", "C", "C", "N", "N", "C", "O", "C", "C", "C", "C", "C", "C", "N", "C", "N", "C", "N", "C", "H", "H", "H", "H", "H", "H", "H", "H", "H", "H", "H", "H", "H", "H", "H", "H", "Cl", "C", "Cl", "H", "H", "Cl", "C", "C", "Cl", "C", "Cl", "C", "O", "C", "Cl", "C", "Cl"], "xyz": [[-0.008, -0.130, -0.142], [5.422, 0.173, 0.856], [3.967, 0.090, 1.057], [3.024, -0.048, 0.146], [1.829, -0.034, 0.759], [2.146, 0.137, 2.084], [3.426, 0.221, 2.288], [5.824, 1.404, 0.076], [7.019, 1.387, -0.635], [7.427, 2.510, -1.339], [6.639, 3.649, -1.361], [5.440, 3.664, -0.657], [5.042, 2.547, 0.072], [4.579, 4.843, -0.701], [4.731, 5.939, -1.350], [3.602, 6.713, -1.084], [2.866, 6.018, -0.298], [3.413, 4.806, -0.003], [1.553, 6.316, 0.271], [0.846, 7.455, -0.108], [-0.412, 7.682, 0.424], [-0.979, 6.776, 1.314], [-0.270, 5.647, 1.697], [-0.851, 4.638, 2.655], [-1.021, 3.326, 1.994], [-0.103, 2.415, 1.729], [-0.665, 1.437, 1.010], [-1.968, 1.850, 0.858], [-2.203, 2.986, 1.448], [1.001, 5.433, 1.186], [5.737, -0.730, 0.334], [5.846, 0.152, 1.859], [3.203, -0.147, -0.910], [1.422, 0.161, 2.882], [7.637, 0.497, -0.638], [8.361, 2.492, -1.883], [6.937, 4.525, -1.921], [4.119, 2.591, 0.637], [1.286, 8.146, -0.814], [-0.964, 8.566, 0.136], [-1.972, 6.956, 1.708], [-1.840, 4.922, 3.002], [-0.209, 4.478, 3.521], [0.922, 2.472, 2.051], [-2.723, 1.288, 0.331], [1.591, 4.583, 1.506], [1.721, -0.433, -3.103], [0.629, 0.877, -3.460], [-0.098, 1.535, -1.914], [-0.206, 0.540, -4.062], [1.168, 1.709, -3.898], [-3.749, -5.996, 0.668], [-2.951, -4.607, 0.090], [-2.220, -3.818, 0.980], [-2.094, -4.186, 2.642], [-1.587, -2.704, 0.467], [-0.650, -1.622, 1.486], [-1.642, -2.333, -0.863], [-0.980, -1.222, -1.289], [-2.371, -3.118, -1.749], [-2.436, -2.661, -3.391], [-3.024, -4.255, -1.267], [-3.918, -5.222, -2.345]]}

=====

ΔE to the lowest compared entry with this formula, charge and spin values, unit kJ/mol, following the record order: 140.5 90.3 312.7 482.1 0.0.